No. 1
Molecular formula: C3H10N3O
Method: DFT, ωB97M-V with the def2-TZVPD basis set

```
17
Properties=species:S:1:pos:R:3:forces:R:3
C 1.94974 -0.09087 -0.18199 0.234 -1.039 -0.505
C -0.98647 -2.23041 0.20385 -0.660 -0.354 -3.610
C -0.87386 -0.70304 0.24110 1.997 -3.697 3.978
N 0.67331 -0.06267 -0.03728 1.507 -0.475 0.409
N 3.12455 -0.07740 -0.33542 -2.904 -0.005 1.080
N -0.15217 2.45237 0.16303 0.240 -0.999 1.305
O -1.58829 0.01463 -0.51695 -2.008 1.956 -2.789
H -0.69584 -2.68652 -0.85998 -0.012 0.774 2.527
H -0.61961 -2.69995 1.08919 1.029 -0.349 0.181
H -2.06908 -2.49055 0.23677 0.420 0.688 0.023
H -1.08639 -0.48271 1.30262 0.545 0.659 -0.431
H -0.15122 3.15462 -0.49966 0.134 1.555 -2.223
H 4.00316 -0.09943 -0.79187 0.392 0.004 -0.393
H -1.09227 2.49010 0.53064 0.042 -0.071 0.675
H 0.35935 0.93026 0.07081 -0.020 1.152 -0.481
H 0.55556 2.76103 0.81772 -0.409 0.163 0.664
H -1.35046 -0.17946 -1.43259 -0.526 0.040 -0.408
```
Positions in Å, forces in eV/Å.

Computed properties:
ΔE to the lowest compared entry with this formula, charge and spin ... 93.8 kcal per mole
Total charge ... +1
Maximum force ... 5.8 eV/Å

***

No. 2
Molecular formula: C2H2FORh
Method: DFT, ωB97M-V with the def2-TZVPD basis set

```
7
Properties=species:S:1:pos:R:3:forces:R:3
F -0.25502 1.26814 -0.41546 -0.409 -1.136 0.550
O 0.32636 -0.86914 0.34269 -6.399 -1.110 0.828
C -0.86228 -0.62329 0.24826 8.430 -0.123 -0.611
C -2.08963 -1.02263 -0.02030 -2.996 0.589 -0.357
Rh 1.76419 0.53143 -0.08987 1.217 2.077 -0.606
H -2.93160 -0.37515 0.21993 0.018 -0.142 -0.061
H -2.23147 -1.90393 -0.64437 0.138 -0.153 0.259
```
Positions in Å, forces in eV/Å.

Computed properties:
2S+1 ... 6
Expectation value of S² ... 8.769
Total charge ... +1
Maximum force ... 8.5 eV/Å
E_tot ... -362.47131 Ha

***

No. 3
Molecular formula: C33H51I2N10O3PSTa
Method: DFT, ωB97M-V with the def2-TZVPD basis set

```
102
Properties=species:S:1:pos:R:3:forces:R:3
Ta 0.36468 0.08893 -0.02111 -0.591 -0.836 0.289
N 0.84595 -2.40899 -0.21439 -0.010 0.124 0.109
C 1.62655 -2.89553 0.91719 0.090 0.078 -0.001
C 1.89805 -1.75380 1.89346 0.048 -0.190 -0.034
O 2.44828 -1.92210 2.94087 0.007 0.066 0.020
O 1.48124 -0.58298 1.43102 0.349 0.198 0.316
H -0.02708 -2.90351 -0.33244 0.040 -0.108 -0.047
H 1.35716 -2.44941 -1.09266 -0.061 -0.033 0.069
H 2.59854 -3.27952 0.60616 0.000 -0.023 -0.002
H 1.12378 -3.69745 1.45403 -0.048 0.026 0.007
S -1.75957 -1.12910 -0.53830 -0.414 -0.174 -0.522
C -2.30544 -0.24554 -1.94990 0.002 -0.188 0.068
N -2.98680 -0.72547 -2.94379 -0.032 0.044 0.059
N -3.27688 -1.99616 -2.94970 0.074 0.068 0.078
C -3.91148 -2.60693 -4.04714 -0.026 0.002 -0.068
C -4.29884 -1.87233 -5.16115 0.012 0.025 0.007
C -4.90804 -2.52764 -6.21948 -0.007 -0.009 0.005
C -5.13072 -3.89736 -6.17643 0.006 0.005 0.007
C -4.74012 -4.61910 -5.05747 -0.010 0.005 -0.008
C -4.13042 -3.97847 -3.99146 0.015 -0.001 0.033
N -2.00874 1.08904 -2.07120 0.126 0.116 -0.147
N -1.11957 1.52739 -1.30401 0.104 0.103 -0.123
C -0.94049 2.94931 -1.47240 -0.125 0.064 -0.019
C 0.32951 3.49237 -1.59343 0.041 -0.051 0.022
C 0.46897 4.86131 -1.75085 0.008 0.035 0.021
C -0.64918 5.68398 -1.77471 0.009 -0.016 0.000
C -1.91635 5.13263 -1.64780 0.003 0.012 -0.001
C -2.06670 3.76302 -1.49926 -0.029 -0.001 -0.012
H -2.97110 -2.57489 -2.17346 0.029 -0.027 0.009
H -4.12641 -0.80603 -5.18943 0.006 -0.003 0.004
H -5.21396 -1.95771 -7.08681 0.001 -0.002 0.000
H -5.60806 -4.39765 -7.00763 0.000 -0.001 0.002
H -4.91254 -5.68598 -5.00989 0.001 0.002 -0.002
H -3.82998 -4.54100 -3.11428 0.001 0.003 -0.007
H 1.20130 2.85105 -1.55565 0.005 0.007 0.004
H 1.45950 5.28784 -1.84096 0.004 -0.004 -0.005
H -0.53234 6.75360 -1.88545 0.002 0.000 -0.003
H -2.79076 5.76936 -1.66338 -0.002 -0.005 0.003
H -3.04910 3.31691 -1.40376 0.014 0.008 -0.004
N -2.89764 -0.14764 3.25159 0.115 0.006 -0.121
C -2.17815 0.38808 2.26349 -0.154 0.133 0.099
O -1.05346 -0.03575 1.98372 0.051 -0.160 -0.115
C -2.74958 1.59260 1.55896 -0.005 0.015 0.088
I -4.64429 1.24873 0.65154 0.007 -0.004 0.026
H -2.52295 -0.93602 3.75258 -0.001 -0.020 0.025
H -3.83566 0.15844 3.44376 -0.020 0.018 0.009
H -2.06568 1.90710 0.77891 -0.069 0.015 0.074
H -2.89051 2.40199 2.27186 -0.008 0.019 -0.003
I 2.75796 2.48049 1.14935 0.108 0.104 -0.070
C 0.67650 1.97669 1.04700 0.309 0.352 0.100
H 0.20295 2.90171 0.73266 -0.058 -0.067 0.042
H 0.43890 1.78664 2.08937 -0.026 0.000 0.034
N 1.35501 0.09977 -1.56562 0.249 0.324 -0.216
P 2.42614 -0.31617 -2.68344 -0.094 0.008 -0.113
N 2.48579 0.86449 -3.83007 -0.073 -0.051 0.045
C 3.46167 0.78444 -4.92478 0.096 -0.017 -0.052
C 3.85710 2.18191 -5.38537 -0.013 -0.042 0.000
C 2.62127 2.96025 -5.82252 -0.009 0.014 -0.007
C 1.58808 2.97575 -4.70159 -0.010 -0.008 -0.001
C 1.25919 1.56151 -4.24409 0.105 0.093 -0.034
N 1.97195 -1.82624 -3.20900 0.083 -0.016 -0.041
C 0.55059 -2.14099 -3.41893 -0.038 0.019 -0.069
C 0.15972 -2.15498 -4.89053 -0.032 -0.028 0.026
C 1.03895 -3.13407 -5.65969 0.009 0.018 -0.008
C 2.50892 -2.78081 -5.45890 -0.019 0.026 -0.033
C 2.87024 -2.70573 -3.98069 -0.028 0.006 0.053
N 3.97959 -0.48809 -2.19791 0.043 0.031 -0.028
C 4.37306 -1.65097 -1.37684 -0.002 -0.008 0.062
C 4.73477 -1.21007 0.03384 -0.001 0.011 0.005
C 5.98003 -0.31078 0.01334 -0.016 -0.002 0.010
C 6.11280 0.39770 -1.33820 0.000 0.008 -0.009
C 4.75384 0.75412 -1.91715 -0.014 -0.014 0.015
H 3.01486 0.24865 -5.77294 -0.010 0.010 0.013
H 4.32834 0.21126 -4.59574 -0.009 0.008 -0.014
H 4.57527 2.09843 -6.20305 -0.003 -0.006 0.001
H 4.35395 2.70684 -4.56469 0.006 0.003 0.009
H 2.19082 2.48272 -6.70924 -0.004 0.005 -0.009
H 2.88963 3.97735 -6.11002 0.000 -0.001 -0.001
H 0.66730 3.46750 -5.02167 -0.001 0.002 0.002
H 1.97783 3.54214 -3.85150 -0.002 -0.022 -0.008
H 0.78168 1.01463 -5.06821 0.020 -0.015 -0.018
H 0.56703 1.57478 -3.41243 -0.133 -0.018 0.115
H -0.05384 -1.43043 -2.85711 -0.001 -0.054 -0.014
H 0.36752 -3.14182 -3.00386 -0.024 0.010 0.013
H 0.26148 -1.14832 -5.30856 0.010 -0.008 0.019
H -0.89551 -2.42866 -4.96833 -0.003 0.002 -0.022
H 0.78913 -3.12841 -6.72110 -0.008 -0.002 0.003
H 0.85050 -4.14983 -5.29556 0.007 -0.004 0.001
H 2.71674 -1.81787 -5.93313 0.007 -0.022 0.009
H 3.15654 -3.51698 -5.93858 0.000 -0.006 0.003
H 3.89538 -2.36596 -3.85278 0.015 0.004 -0.003
H 2.80077 -3.70899 -3.54192 0.001 0.010 0.003
H 5.22310 -2.15226 -1.84957 -0.005 -0.003 -0.002
H 3.55431 -2.37125 -1.37223 0.019 0.024 0.015
H 4.89795 -2.08188 0.66917 -0.014 -0.008 0.011
H 3.88875 -0.65679 0.45071 0.004 0.000 0.004
H 6.87852 -0.89807 0.20667 0.002 -0.002 0.005
H 5.90471 0.42405 0.81614 0.004 0.000 0.001
H 6.64824 -0.23196 -2.05379 -0.002 -0.002 0.001
H 6.69594 1.31354 -1.23841 0.004 -0.002 -0.003
H 4.88025 1.31012 -2.84199 -0.020 0.015 -0.037
H 4.20270 1.39054 -1.21815 0.017 -0.021 -0.013
```
Positions in Å, forces in eV/Å.

Computed properties:
ΔE to the lowest compared entry with this formula, charge and spin ... 0.0 kcal per mole
Total charge ... +1
Maximum force ... 1.1 eV/Å

***

No. 4
Molecular formula: C5H10N2O4
Method: DFT, ωB97M-V with the def2-TZVPD basis set

```
21
Properties=species:S:1:pos:R:3:forces:R:3
C -2.03894 -2.00080 0.18077 0.651 1.919 0.921
C -1.08113 -0.90737 -0.29962 -2.893 -3.110 -1.584
C -0.56036 -1.02133 -1.68079 2.439 1.539 -1.147
N -1.06670 0.16925 0.32021 0.150 2.701 1.396
O -0.38300 1.20830 0.09403 -0.135 0.471 -0.485
O -1.89452 0.33380 1.44007 0.453 0.421 0.055
H -1.53275 -2.47468 0.99796 0.239 -0.984 0.227
H -2.25599 -2.59618 -0.65495 -0.205 -1.252 -0.746
H -2.96506 -1.62762 0.63014 0.168 0.251 -0.359
H -1.22993 -1.50411 -2.46132 0.380 1.039 1.235
H 0.34255 -1.64337 -1.68257 -0.120 -0.178 0.126
H -0.07813 0.02119 -1.95856 -1.465 -1.997 0.071
H -1.66546 1.28184 1.60394 -0.288 -0.744 0.092
H 2.12371 3.58738 1.02050 0.114 -1.302 -0.185
N 2.22881 2.67886 0.51446 0.525 2.430 -1.065
C 1.78574 1.65006 1.03557 0.801 -2.047 0.451
C 1.92746 0.29911 0.21619 -0.939 0.580 1.504
O 1.53021 -0.73992 0.70532 0.773 0.749 -0.861
O 2.42376 0.41940 -1.02687 0.757 0.651 0.661
H 1.47158 1.57791 2.08685 -0.372 -0.370 -0.474
H 2.91815 1.28825 -1.08135 -1.032 -0.767 0.167
```
Positions in Å, forces in eV/Å.

Computed properties:
ΔE to the lowest compared entry with this formula, charge and spin ... 110.6 kcal per mole
Total charge ... 0
SMILES string ... CC(C)=[N+]([O-])O.[H]/N=C/C(=O)O
Maximum force ... 4.5 eV/Å

***

No. 5
Molecular formula: C6H11N
Method: DFT, ωB97M-V with the def2-TZVPD basis set

```
18
Properties=species:S:1:pos:R:3:forces:R:3
C -2.41254 0.87023 0.06292 2.022 -0.747 -1.785
C -0.88015 1.08117 -0.03861 0.213 -0.878 1.831
C -0.02861 0.07067 -0.76068 0.360 0.404 0.663
C 1.41791 -0.15508 -1.19136 0.195 1.211 0.712
N 1.78783 -1.28493 -0.22722 0.311 0.054 1.633
C 0.76524 -1.18819 1.00494 0.812 -0.007 -0.166
C 0.18791 0.19066 0.76619 0.341 1.527 0.325
H -2.85960 1.43955 -0.76145 -0.295 -0.362 0.191
H -2.52071 -0.22779 -0.07017 -0.546 0.757 0.021
H -2.81306 1.17431 0.99673 -0.222 0.325 0.845
H -0.48111 2.08339 0.19220 -0.566 -0.383 -0.761
H -0.64578 -0.83241 -0.91619 0.357 0.405 -0.099
H 1.52012 -0.39331 -2.26836 0.277 -0.315 0.757
H 1.94489 0.81865 -0.94632 -0.183 -1.105 -0.587
H 2.77322 -1.30706 0.18773 -1.810 0.554 -1.277
H 0.03913 -1.97796 0.87064 -0.185 -0.201 -0.015
H 1.25803 -1.37127 2.01599 -0.268 0.474 -1.422
H 0.94728 1.00936 1.08302 -0.812 -1.712 -0.865
```
Positions in Å, forces in eV/Å.

Computed properties:
ΔE to the lowest compared entry with this formula, charge and spin ... 92.6 kcal per mole
Total charge ... 0
SMILES string ... CC1[C@H]2CNC[C@H]12
Maximum force ... 2.8 eV/Å

***

No. 6
Molecular formula: C16H31F2N5O8
Method: DFT, ωB97M-V with the def2-TZVPD basis set

```
62
Properties=species:S:1:pos:R:3:forces:R:3
N -3.64581 -3.35152 0.75323 0.092 0.071 0.080
C -3.20886 -2.07739 1.33636 -0.061 -0.100 -0.365
C -1.83760 -1.63666 0.82202 -0.288 -0.612 -0.363
O -1.27860 -0.63164 1.62397 0.333 0.307 0.121
C -0.85782 -2.77786 0.53988 0.438 0.523 0.813
C -0.65024 -3.77839 1.66360 -0.682 0.242 -1.222
O 0.60260 -4.39771 1.46966 -0.124 -0.416 0.646
C 0.72668 -5.65525 1.99704 1.689 -0.275 0.103
O 1.77430 -6.04064 2.42903 -0.800 0.252 -0.380
N -0.77722 -3.19437 3.00855 1.184 -0.161 -0.275
C 0.31302 -2.48429 3.50902 -0.249 0.600 2.547
O 0.45473 -2.23040 4.67617 -0.137 -0.277 -1.361
F 1.13796 -2.03304 2.60277 0.156 0.022 -0.661
C -1.29376 -4.10868 3.94717 0.931 -1.598 1.343
O -0.70386 -4.92458 4.59524 -0.747 1.256 -0.963
F -2.61282 -4.03465 3.98375 -0.533 0.090 -0.130
H -3.58448 -4.09188 1.43584 0.002 -0.146 0.103
H -4.62220 -3.28120 0.52508 -0.248 -0.104 -0.182
H -3.91476 -1.32269 1.01888 -0.191 0.327 0.105
H -3.23022 -2.09739 2.41914 0.087 0.004 0.402
H -2.01898 -1.17378 -0.13636 0.152 0.155 -0.448
H -1.56080 -0.74041 2.53169 -0.220 0.050 0.283
H 0.10493 -2.32447 0.35033 0.232 0.223 -0.249
H -1.14957 -3.32451 -0.33607 -0.194 -0.231 -0.415
H -1.43440 -4.51887 1.55855 -0.271 -0.321 0.334
H -0.14298 -6.30873 1.90287 -0.490 0.165 0.056
C 0.73904 -3.22847 -5.09862 0.262 0.072 0.316
N 0.59648 -2.41629 -3.90384 -0.170 -0.025 -0.131
C -0.46380 -1.65458 -3.52298 0.063 0.018 0.066
C -1.66488 -1.62822 -4.43835 -0.017 0.025 0.031
O -0.42998 -1.02387 -2.48002 -0.082 -0.019 0.074
H 0.90864 -4.26974 -4.81963 -0.042 -0.038 -0.116
H 1.59454 -2.88229 -5.68084 -0.051 -0.054 -0.107
H -0.14974 -3.17258 -5.71648 -0.038 0.026 0.010
H 1.36382 -2.39026 -3.25185 0.036 0.002 0.011
H -2.41909 -0.98262 -4.00063 0.038 0.028 0.070
H -1.39257 -1.23494 -5.41822 -0.037 -0.086 -0.050
H -2.08286 -2.62899 -4.55261 0.009 0.003 -0.106
C 2.93959 0.96922 2.33924 -0.322 -0.247 0.132
N 1.53367 1.28748 2.48965 0.135 0.178 0.001
C 0.89762 2.45415 2.20118 -0.104 -0.007 0.017
C 1.73521 3.58197 1.64945 -0.091 -0.113 0.072
O -0.30406 2.56358 2.38761 -0.011 0.074 0.050
H 3.05520 0.12199 1.66006 0.126 0.037 -0.027
H 3.36254 0.69379 3.30752 0.120 0.025 -0.045
H 3.49040 1.81464 1.94272 -0.025 0.040 -0.016
H 0.92043 0.57409 2.84764 -0.016 -0.064 -0.068
H 1.09739 4.43857 1.46682 -0.065 -0.016 -0.003
H 2.50873 3.86808 2.36346 0.086 -0.010 -0.083
H 2.19926 3.29294 0.70792 0.108 0.089 0.012
C 0.85604 8.55921 -1.93291 0.277 0.042 0.315
N 1.65383 7.57951 -1.21880 -0.126 -0.056 -0.160
C 1.68898 6.23119 -1.39399 0.048 -0.028 0.062
C 0.79498 5.64534 -2.46063 0.020 -0.036 0.008
O 2.41743 5.53593 -0.70674 0.039 -0.003 -0.054
H 1.51024 9.28273 -2.42256 -0.095 0.029 -0.086
H 0.21195 9.09312 -1.23223 -0.083 0.030 -0.098
H 0.23621 8.08402 -2.68435 -0.002 -0.047 -0.007
H 2.27084 7.90598 -0.49309 0.014 0.020 0.027
H 0.93398 4.56940 -2.47641 0.049 -0.012 0.065
H -0.25193 5.85944 -2.24377 -0.016 0.040 -0.088
H 1.05264 6.04750 -3.44111 -0.098 0.036 -0.016
```
Positions in Å, forces in eV/Å.

Computed properties:
Total charge ... 0
SMILES string ... NC[C@@H](O)C[C@@H](OC=O)N(C(=O)F)C(=O)F.CNC(C)=O.CNC(C)=O.CNC(C)=O
Maximum force ... 2.6 eV/Å
E_tot ... -1703.74154 Ha